A 2-piece molecular cluster, C2H8O overall at a distorted geometry. Source: the OMol25 dataset; level of theory: ωB97M-V with the def2-TZVPD basis set.

Summary:
Net charge   +1
Orbital gap (alpha / beta)   9.768 / 3.077 eV
Spin multiplicity   2
E_LUMO (alpha / beta)   -0.166 / -0.412 Ha
E_HOMO (alpha / beta)   -0.52458 / -0.52458 Ha
Energy above the lowest of the compared OMol25 structures with the same formula, charge and spin   30.8 kcal per mole

Geometry (Å):
C (3.739, -0.695, -1.299)
H (3.082, -1.757, -1.055)
H (4.085, -0.320, -0.325)
H (4.669, -0.838, -2.030)
H (3.248, 0.324, -1.735)
C (-3.385, 0.601, 1.258)
O (-2.086, 0.750, 0.848)
H (-3.750, 1.508, 1.820)
H (-3.310, -0.208, 2.026)
H (-4.201, 0.379, 0.447)
H (-2.090, 0.255, 0.044)

A 2-piece molecular cluster, C2H8O2 overall at a distorted geometry. Source: the OMol25 dataset; level of theory: ωB97M-V with the def2-TZVPD basis set.

Summary:
Net charge   0
Orbital gap   11.200 eV
Spin multiplicity   1
E_LUMO   0.029 Ha
E_HOMO   -0.38287 Ha
Energy above the lowest of the compared OMol25 structures with the same formula, charge and spin   33.2 kcal per mole

Geometry (Å):
C (1.057, 0.445, -2.867)
O (0.779, -0.283, -4.053)
H (1.221, 1.554, -3.083)
H (0.319, 0.240, -2.116)
H (2.031, 0.014, -2.440)
H (1.615, -0.698, -4.150)
C (-1.466, -0.240, 2.911)
O (-0.137, -0.559, 3.504)
H (-1.860, 0.780, 3.021)
H (-1.341, -0.519, 1.861)
H (-2.195, -1.014, 3.410)
H (-0.021, 0.279, 4.002)

A 2-piece molecular cluster, C2H8O2 overall at a distorted geometry. Source: the OMol25 dataset; level of theory: ωB97M-V with the def2-TZVPD basis set.

Summary:
Net charge   0
Orbital gap   11.245 eV
Spin multiplicity   1
E_LUMO   0.034 Ha
E_HOMO   -0.37936 Ha
Energy above the lowest of the compared OMol25 structures with the same formula, charge and spin   25.8 kcal per mole

Geometry (Å):
C (-1.477, 0.279, -0.815)
O (-1.496, 0.825, -2.222)
H (-1.005, 0.986, -0.102)
H (-0.984, -0.656, -0.830)
H (-2.493, 0.074, -0.481)
H (-2.484, 1.042, -2.295)
C (1.563, -0.796, 1.164)
O (1.393, 0.619, 1.268)
H (0.631, -1.268, 1.358)
H (2.341, -1.128, 1.776)
H (1.793, -1.015, 0.155)
H (2.218, 1.038, 1.023)

A 2-piece molecular cluster, C2H8O2 overall at a distorted geometry. Source: the OMol25 dataset; level of theory: ωB97M-V with the def2-TZVPD basis set.

Summary:
Net charge   0
Orbital gap   11.019 eV
Spin multiplicity   1
E_LUMO   0.029 Ha
E_HOMO   -0.37608 Ha
Energy above the lowest of the compared OMol25 structures with the same formula, charge and spin   26.1 kcal per mole

Geometry (Å):
C (0.428, 0.647, 0.734)
O (0.510, -0.235, 1.840)
C (-0.880, 0.586, 0.002)
H (0.723, 1.559, 1.114)
H (1.344, 0.452, 0.125)
H (1.188, -0.103, 2.524)
H (-1.713, 0.423, 0.858)
H (-1.193, 1.529, -0.506)
H (-1.090, -0.273, -0.754)
H (0.501, -1.557, -1.273)
H (-0.397, -1.444, -2.357)
O (0.580, -1.584, -2.307)